[1]
{"formula": "C2H2N5S", "method": "ωB97M-V/def2-TZVPD", "homo_lumo_gap_ev": 9.73, "smiles": "S=C=Nn1cnn[nH+]1", "total_charge": 1, "lumo_ev": -5.513, "symbols": ["S", "C", "N", "N", "C", "N", "N", "N", "H", "H"], "positions_angstrom": [[-1.084, 0.934, -2.938], [-0.023, 0.272, -2.079], [0.836, -0.195, -1.286], [0.347, -0.231, 0.037], [-0.176, -1.192, 0.750], [-0.490, -0.643, 1.956], [-0.158, 0.596, 1.939], [0.353, 0.879, 0.766], [-0.305, -2.200, 0.402], [0.700, 1.780, 0.455]], "nbo_charge": [0.440, 0.134, -0.360, 0.041, 0.212, -0.172, 0.090, -0.135, 0.279, 0.470]}

***

[2]
{"formula": "C2H2NO", "method": "ωB97M-V/def2-TZVPD", "homo_lumo_gap_ev": [7.92, 7.92], "total_charge": -1, "e_above_lowest_kj_mol": 213.5, "lumo_ev": [5.049, 5.049], "symbols": ["C", "C", "N", "O", "H", "H"], "positions_angstrom": [[-0.848, -0.413, -1.015], [-0.407, 0.218, 0.114], [0.786, -0.229, 0.544], [1.606, 0.617, 1.065], [-0.360, -1.408, -1.111], [-0.776, 1.215, 0.403]], "nbo_charge": [-0.429, -0.302, 0.010, -0.527, 0.105, 0.143]}

***

[3]
{"formula": "C2H2NO", "method": "ωB97M-V/def2-TZVPD", "homo_lumo_gap_ev": [7.79, 7.79], "total_charge": -1, "e_above_lowest_kj_mol": 297.5, "lumo_ev": [5.245, 5.245], "symbols": ["C", "C", "N", "O", "H", "H"], "positions_angstrom": [[-1.079, -0.495, -0.202], [-0.290, 0.520, 0.132], [0.833, -0.179, 0.463], [1.893, 0.021, -0.238], [-0.831, -1.446, 0.268], [-0.526, 1.580, -0.424]], "nbo_charge": [-0.448, -0.270, -0.011, -0.561, 0.137, 0.153]}

***

[4]
{"formula": "C2H2NO2P", "method": "ωB97M-V/def2-TZVPD", "homo_lumo_gap_ev": [6.22, 6.54], "multiplicity": 3, "e_above_lowest_kj_mol": 302.8, "lumo_ev": [0.164, -3.252], "symbols": ["C", "C", "N", "O", "O", "P", "H", "H"], "positions_angstrom": [[-0.862, 1.061, 0.088], [-0.614, -0.314, 0.123], [-2.985, 0.197, -0.090], [-2.174, 1.343, -0.024], [0.706, -0.990, -0.039], [-2.162, -1.144, 0.033], [-0.169, 1.956, 0.061], [0.654, -1.851, -0.541]], "lowdin_spin": [0.510, 0.394, 0.499, 0.247, 0.140, 0.189, 0.018, 0.003]}

***

[5]
{"formula": "C2H2NO2S", "method": "ωB97M-V/def2-TZVPD", "homo_lumo_gap_ev": [7.22, 7.22], "smiles": "C=NC#S(=O)[O-]", "total_charge": -1, "e_above_lowest_kj_mol": 358.7, "lumo_ev": [4.020, 4.020], "symbols": ["C", "N", "C", "S", "O", "O", "H", "H"], "positions_angstrom": [[-1.567, 0.550, -1.283], [-0.418, 0.272, -0.561], [0.488, 0.131, 0.221], [1.457, -1.192, 1.115], [0.815, -0.959, 2.453], [2.855, -0.773, 0.927], [-1.369, 0.946, -2.172], [-2.261, 1.025, -0.700]], "nbo_charge": [-0.563, -0.284, 0.017, 1.513, -1.012, -1.001, 0.161, 0.168]}

***

[6]
{"formula": "C2H2NO2S2", "method": "ωB97M-V/def2-TZVPD", "homo_lumo_gap_ev": [4.85, 4.85], "total_charge": -1, "e_above_lowest_kj_mol": 300.2, "lumo_ev": [1.965, 1.966], "symbols": ["C", "C", "N", "O", "O", "S", "S", "H", "H"], "positions_angstrom": [[0.861, -0.448, -1.391], [0.287, -0.830, -0.061], [0.901, 0.810, -1.668], [1.450, -1.217, -2.075], [0.044, 3.113, -1.903], [-1.147, -1.954, -0.103], [1.089, 2.285, -1.323], [1.140, -1.405, 0.385], [0.103, 0.168, 0.593]], "nbo_charge": [0.626, -0.614, -0.747, -0.589, -0.882, -0.592, 1.421, 0.220, 0.157]}

***

[7]
{"formula": "C2H2NO2S2", "method": "ωB97M-V/def2-TZVPD", "homo_lumo_gap_ev": [7.25, 7.24], "total_charge": 1, "e_above_lowest_kj_mol": 0.0, "lumo_ev": [-6.603, -6.614], "symbols": ["C", "C", "N", "O", "O", "S", "S", "H", "H"], "positions_angstrom": [[0.948, 0.687, 0.004], [0.988, -0.665, -0.011], [3.491, -0.089, 0.022], [4.682, -0.007, 0.047], [-0.007, -1.534, 0.013], [2.384, 1.601, -0.027], [2.564, -1.443, -0.031], [0.026, 1.240, 0.077], [-0.890, -1.143, -0.080]], "nbo_charge": [-0.531, 0.142, -0.049, -0.178, -0.629, 0.633, 0.788, 0.296, 0.528]}

***

[8]
{"formula": "C2H2NO3", "method": "ωB97M-V/def2-TZVPD", "homo_lumo_gap_ev": [9.00, 9.11], "total_charge": -1, "e_above_lowest_kj_mol": 611.5, "lumo_ev": [3.753, 3.763], "symbols": ["C", "C", "N", "O", "O", "O", "H", "H"], "positions_angstrom": [[1.289, -0.141, 0.012], [0.047, 0.707, -0.110], [-1.097, -0.022, 0.055], [2.298, 0.541, 0.058], [1.060, -1.341, -0.030], [-2.871, -0.559, 0.026], [-0.002, 1.868, -0.164], [-0.726, -1.051, 0.154]], "nbo_charge": [0.690, 0.018, -0.357, -0.709, -0.735, -0.519, 0.191, 0.422]}

***

[9]
{"formula": "C2H2NO3", "method": "ωB97M-V/def2-TZVPD", "homo_lumo_gap_ev": 8.45, "smiles": "C=[N+]([O-])C(=O)[O-]", "total_charge": -1, "e_above_lowest_kj_mol": 426.3, "lumo_ev": 4.303, "symbols": ["C", "N", "O", "C", "O", "O", "H", "H"], "positions_angstrom": [[-1.134, -0.106, 0.407], [-0.036, -0.471, -0.206], [0.170, -1.603, -0.676], [1.151, 0.457, -0.222], [2.227, 0.037, 0.086], [0.763, 1.802, -0.730], [-1.896, -0.893, 0.494], [-1.245, 0.778, 0.847]], "nbo_charge": [-0.237, 0.079, -0.534, 0.833, -0.630, -0.870, 0.166, 0.193]}

***

[10]
{"formula": "C2H2NO3", "method": "ωB97M-V/def2-TZVPD", "homo_lumo_gap_ev": 6.44, "total_charge": -1, "e_above_lowest_kj_mol": 355.5, "lumo_ev": 3.874, "symbols": ["C", "C", "N", "O", "O", "O", "H", "H"], "positions_angstrom": [[1.252, -2.221, -0.356], [3.245, 0.483, -0.013], [1.178, -1.016, 0.108], [4.031, -0.289, 0.341], [2.865, 1.524, -0.377], [0.033, -0.466, 0.276], [0.517, -2.891, -0.449], [2.210, -2.681, -0.549]], "nbo_charge": [-0.378, 1.040, -0.114, -0.574, -0.573, -0.664, 0.128, 0.135]}

***

[11]
{"formula": "C2H2NO3", "method": "ωB97M-V/def2-TZVPD", "homo_lumo_gap_ev": 5.29, "total_charge": -1, "e_above_lowest_kj_mol": 381.8, "lumo_ev": 3.172, "symbols": ["C", "C", "N", "O", "O", "O", "H", "H"], "positions_angstrom": [[-0.706, -3.186, 0.835], [-3.968, 1.226, -0.176], [-1.393, -2.170, 0.479], [-4.004, 0.997, -1.314], [-0.695, -1.129, 0.151], [-4.176, 1.656, 0.890], [0.397, -3.428, 0.947], [-1.262, -4.114, 1.057]], "nbo_charge": [-0.381, 1.043, -0.125, -0.514, -0.722, -0.534, 0.117, 0.116]}

***

[12]
{"formula": "C2H2NO3S", "method": "ωB97M-V/def2-TZVPD", "homo_lumo_gap_ev": [3.87, 6.78], "total_charge": -1, "multiplicity": 3, "e_above_lowest_kj_mol": 83.9, "lumo_ev": [3.271, 1.054], "symbols": ["C", "C", "N", "O", "O", "O", "S", "H", "H"], "positions_angstrom": [[4.627, -0.278, 0.283], [2.487, -0.418, -1.188], [1.514, -0.966, -1.481], [4.504, -1.417, 0.567], [3.551, 0.186, -0.933], [0.209, 0.655, 1.144], [5.246, 1.128, 0.698], [-0.286, 0.746, 0.379], [1.147, 0.712, 0.814]], "lowdin_spin": [0.516, 0.016, 0.013, 0.342, 0.075, 0.003, 1.034, 0.000, 0.001]}

***

[13]
{"formula": "C2H2NO4", "method": "ωB97M-V/def2-TZVPD", "homo_lumo_gap_ev": [6.45, 6.45], "smiles": "O=NO/C=C(\\[O-])O", "total_charge": -1, "e_above_lowest_kj_mol": 562.6, "lumo_ev": [4.002, 4.002], "symbols": ["O", "N", "O", "C", "C", "O", "O", "H", "H"], "positions_angstrom": [[4.346, 0.383, 0.142], [3.329, -0.319, 0.050], [2.266, 0.478, -0.184], [1.018, 0.033, -0.161], [0.700, -1.282, 0.013], [1.417, -2.244, -0.080], [-0.724, -1.345, 0.180], [0.378, 0.779, -0.028], [-1.054, -0.439, 0.301]], "nbo_charge": [-0.466, 0.307, -0.323, -0.311, 0.639, -0.679, -0.764, 0.141, 0.456]}

***

[14]
{"formula": "C2H2NPS", "method": "ωB97M-V/def2-TZVPD", "homo_lumo_gap_ev": 9.28, "smiles": "c1nscp1", "e_above_lowest_kj_mol": 135.0, "lumo_ev": -0.159, "symbols": ["C", "N", "S", "C", "P", "H", "H"], "positions_angstrom": [[0.478, -0.395, -1.054], [0.944, -1.060, -0.096], [0.353, -0.784, 1.398], [-0.665, 0.750, 0.909], [-0.709, 0.964, -0.781], [0.932, -0.630, -1.941], [-1.332, 1.154, 1.566]], "nbo_charge": [-0.248, -0.563, 0.580, -0.754, 0.568, 0.201, 0.216]}

***

[15]
{"formula": "C2H2O2", "method": "ωB97M-V/def2-TZVPD", "homo_lumo_gap_ev": 9.46, "smiles": "O=CC=O", "e_above_lowest_kj_mol": 52.3, "lumo_ev": -0.745, "symbols": ["O", "C", "C", "O", "H", "H"], "positions_angstrom": [[0.760, -1.701, 1.310], [0.536, -0.742, 0.634], [-0.347, 0.349, 0.985], [-0.333, 0.708, 2.119], [0.974, -0.593, -0.487], [-0.975, 0.741, 0.243]], "nbo_charge": [-0.436, 0.350, 0.308, -0.429, 0.082, 0.126]}

***

[16]
{"formula": "C2H2O2P2", "method": "ωB97M-V/def2-TZVPD", "homo_lumo_gap_ev": 8.23, "smiles": "O=C1PC(=O)P1", "e_above_lowest_kj_mol": 174.8, "lumo_ev": -0.631, "symbols": ["O", "C", "P", "C", "O", "P", "H", "H"], "positions_angstrom": [[1.894, -1.313, 0.237], [0.755, -0.978, 0.334], [-0.853, -1.140, -0.540], [-1.053, 0.658, 0.099], [-1.826, 1.497, -0.219], [0.245, 0.762, 1.460], [-0.144, -1.168, -1.891], [0.981, 1.682, 0.521]], "nbo_charge": [-0.505, 0.187, 0.367, 0.120, -0.502, 0.260, 0.047, 0.026]}

***

[17]
{"formula": "C2H2O2S", "method": "ωB97M-V/def2-TZVPD", "homo_lumo_gap_ev": [8.84, 8.84], "e_above_lowest_kj_mol": 310.0, "lumo_ev": [-0.021, -0.020], "symbols": ["C", "C", "O", "O", "S", "H", "H"], "positions_angstrom": [[1.594, 0.043, 0.043], [0.246, -0.333, -0.162], [4.007, -0.543, 0.199], [1.180, -1.085, 0.674], [3.167, 0.488, -0.364], [-0.588, 0.201, 0.322], [0.244, -0.765, -1.204]], "nbo_charge": [-0.035, -0.141, -0.923, -0.416, 1.074, 0.224, 0.217]}

***

[18]
{"formula": "C2H2O2S2", "method": "ωB97M-V/def2-TZVPD", "homo_lumo_gap_ev": 8.24, "smiles": "O=C(O)C(=S)S", "e_above_lowest_kj_mol": 37.7, "lumo_ev": -1.426, "symbols": ["O", "C", "O", "C", "S", "S", "H", "H"], "positions_angstrom": [[-0.638, -1.899, 0.109], [-0.836, -0.740, -0.077], [-1.932, -0.045, -0.130], [0.408, 0.124, -0.061], [0.237, 1.745, 0.009], [1.933, -0.673, -0.090], [-1.764, 0.962, -0.001], [2.593, 0.526, 0.242]], "nbo_charge": [-0.533, 0.725, -0.662, -0.411, 0.019, 0.198, 0.510, 0.155]}

***

[19]
{"formula": "C2H2O2S2", "method": "ωB97M-V/def2-TZVPD", "homo_lumo_gap_ev": 8.41, "e_above_lowest_kj_mol": 208.8, "lumo_ev": -0.684, "symbols": ["C", "C", "O", "O", "S", "S", "H", "H"], "positions_angstrom": [[0.089, -0.862, 0.357], [0.658, 0.307, 0.079], [-2.401, -0.948, -0.708], [1.861, 0.641, -0.156], [-0.599, 1.508, 0.056], [-1.646, -0.431, 0.419], [0.297, -1.875, 0.265], [1.742, 1.662, -0.312]], "nbo_charge": [-0.631, 0.235, -0.880, -0.606, -0.070, 1.218, 0.237, 0.497]}

***

[20]
{"formula": "C2H2O3", "method": "ωB97M-V/def2-TZVPD", "homo_lumo_gap_ev": 9.69, "e_above_lowest_kj_mol": 220.7, "lumo_ev": 0.675, "symbols": ["C", "C", "O", "O", "O", "H", "H"], "positions_angstrom": [[-0.377, 0.105, 0.316], [1.919, -0.416, -0.470], [2.592, -0.045, 0.364], [-0.651, 1.302, -0.156], [-1.217, -0.831, 0.020], [-1.460, 1.428, -0.582], [-0.806, -1.543, 0.509]], "nbo_charge": [0.402, 0.463, -0.505, -0.671, -0.673, 0.469, 0.514]}

***

Largest force on an atom? In order: 2.3, 3.2, 3.3, 5.8, 5.0, 7.0, 3.7, 6.7, 8.1, 4.1, 3.7, 4.4, 4.0, 5.1, 4.2, 3.0, 3.3, 2.5, 4.5, 3.1 eV Å⁻¹.
DFT total energy? In order: -748.977653, -207.268715, -207.236714, -623.760826, -680.770590, -1079.004415, -1078.603601, -357.766244, -357.836775, -357.863718, -357.853706, -755.976547, -433.035223, -871.655338, -227.827894, -910.506087, -625.944293, -1024.248291, -1024.183099, -303.046307 Ha.